This record from the OMol25 dataset describes a 8-piece molecular cluster, C19H55N3O9 overall. The level of theory is ωB97M-V with the def2-TZVPD basis set.

Last column: Mulliken charge in e.
Atoms and positions in Å:
C: 3.064 2.052 -2.274  -0.741
O: 3.790 2.719 -1.273  -0.340
C: 2.952 3.204 -0.218  -0.141
C: 3.839 3.584 0.928  -0.630
N: 4.969 4.390 0.617  -0.360
C: 5.799 4.550 1.821  -0.705
C: 7.201 4.961 1.308  -0.494
O: 7.601 3.907 0.462  -0.312
C: 8.729 4.354 -0.350  -0.725
H: 2.456 1.262 -1.893  0.214
H: 3.752 1.680 -2.969  0.305
H: 2.341 2.680 -2.773  0.320
H: 2.208 2.437 0.094  0.131
H: 2.373 4.047 -0.593  0.293
H: 4.182 2.665 1.451  0.312
H: 3.151 4.127 1.566  0.214
H: 5.462 4.022 -0.168  0.353
H: 5.842 3.667 2.439  0.386
H: 5.328 5.384 2.385  0.332
H: 7.925 5.014 2.166  0.372
H: 7.138 5.874 0.660  0.350
H: 9.571 4.641 0.339  0.281
H: 8.487 5.216 -0.966  0.320
H: 8.977 3.501 -0.927  0.250
N: -1.139 -0.021 0.384  0.293
C: -2.285 -0.639 0.715  0.719
N: -3.443 -0.196 0.021  -0.314
O: -2.362 -1.539 1.588  -0.796
H: -1.336 0.786 -0.240  -0.199
H: -0.334 -0.039 1.027  -0.019
H: -3.255 0.303 -0.854  0.252
H: -4.167 -0.881 0.005  0.219
C: 1.538 -2.009 1.922  -0.896
C: 2.169 -0.714 2.438  -0.328
O: 1.379 0.358 2.100  -0.444
H: 1.460 -1.905 0.847  0.136
H: 0.502 -2.119 2.181  0.130
H: 2.063 -2.898 2.211  0.455
H: 3.152 -0.610 1.972  0.210
H: 2.387 -0.667 3.503  0.470
H: 1.526 0.977 2.804  0.248
C: -0.452 -4.266 -0.263  -0.615
C: -1.508 -4.779 0.770  -0.379
O: -2.794 -4.241 0.453  -0.403
H: 0.528 -4.752 -0.053  0.390
H: -0.290 -3.181 -0.230  -0.108
H: -0.737 -4.584 -1.265  0.348
H: -1.228 -4.471 1.819  0.224
H: -1.547 -5.870 0.761  0.342
H: -2.768 -3.309 0.833  0.161
C: -4.771 -3.028 3.395  -0.595
C: -6.262 -2.862 3.490  -0.280
O: -6.753 -2.882 2.122  -0.509
H: -4.333 -2.355 2.682  -0.090
H: -4.551 -4.077 3.073  0.228
H: -4.305 -2.909 4.369  0.427
H: -6.552 -1.945 4.064  0.289
H: -6.687 -3.795 3.950  0.285
H: -7.709 -2.941 2.114  0.247
C: -1.750 3.865 -0.119  -0.956
C: -1.756 3.530 -1.587  -0.312
O: -1.319 2.158 -1.803  -0.432
H: -0.715 4.053 0.236  0.139
H: -2.346 3.146 0.393  0.311
H: -2.295 4.824 0.009  0.375
H: -1.234 4.265 -2.188  0.331
H: -2.796 3.618 -1.866  0.344
H: -1.509 1.940 -2.736  0.209
C: -0.663 -1.902 -3.823  -0.990
C: 0.727 -2.045 -3.179  0.475
O: 1.652 -2.073 -4.219  -0.563
H: -0.645 -1.054 -4.540  0.340
H: -1.494 -1.897 -3.109  0.089
H: -0.790 -2.791 -4.413  0.359
H: 0.746 -2.859 -2.469  0.178
H: 0.965 -1.122 -2.621  -0.256
H: 2.481 -1.754 -3.807  0.343
C: -5.262 -2.726 -2.621  -0.927
C: -5.689 -3.230 -1.229  0.015
O: -5.712 -2.040 -0.330  -0.661
H: -5.817 -1.877 -3.009  0.332
H: -5.332 -3.604 -3.264  0.393
H: -4.241 -2.336 -2.631  -0.011
H: -4.964 -4.010 -1.002  0.123
H: -6.688 -3.614 -1.175  0.361
H: -5.827 -2.343 0.561  0.312

Forces on atoms 1 to 3 (eV/Å):
-0.5 0.8 0.7
-0.5 -0.2 0.4
0.3 -0.6 -1.0

## Properties
- Charge: 0
- Lowest unoccupied orbital energy: 0.454 eV
- HOMO energy: -0.31806 hartree

=====

This record from the OMol25 dataset describes a 21-piece molecular cluster, C42H126O42 overall. The level of theory is ωB97M-V with the def2-TZVPD basis set.

Last column: Mulliken charge in e.
Atoms and positions in Å:
C: -6.468 -2.961 -0.744  0.248
C: -6.033 -3.633 0.609  -0.157
O: -5.955 -2.751 1.711  -0.462
O: -7.586 -2.144 -0.425  -0.576
H: -6.858 -3.588 -1.547  0.361
H: -5.633 -2.417 -1.185  -0.385
H: -5.016 -4.023 0.562  0.127
H: -6.719 -4.464 0.778  0.312
H: -5.669 -3.316 2.433  0.251
H: -7.375 -2.010 0.502  0.374
C: 7.042 -0.295 -2.039  -0.016
C: 7.194 0.972 -3.085  -0.409
O: 7.142 2.129 -2.459  -0.485
O: 8.358 -0.774 -1.720  -0.560
H: 6.666 -1.074 -2.702  0.016
H: 6.240 -0.185 -1.309  0.339
H: 6.399 0.970 -3.830  0.119
H: 8.035 0.768 -3.748  0.396
H: 7.192 2.697 -3.231  0.345
H: 8.160 -1.540 -1.177  0.307
C: -2.416 2.616 1.351  1.487
C: -1.358 2.002 2.307  -0.749
O: -0.107 2.717 2.377  -0.573
O: -1.949 2.422 0.069  0.117
H: -2.758 3.617 1.613  -0.093
H: -3.393 2.136 1.421  -0.838
H: -1.240 0.960 2.010  -0.059
H: -1.772 2.121 3.309  0.586
H: 0.368 2.514 1.568  0.327
H: -2.627 2.911 -0.403  -0.655
C: -3.059 -3.309 -2.495  0.438
C: -3.532 -4.328 -3.499  -0.684
O: -2.911 -4.055 -4.755  -0.375
O: -1.670 -3.451 -2.232  -0.319
H: -3.573 -3.529 -1.559  -0.064
H: -3.242 -2.277 -2.794  -0.174
H: -4.599 -4.295 -3.715  0.359
H: -3.149 -5.292 -3.165  0.374
H: -2.956 -4.849 -5.293  0.231
H: -1.218 -3.663 -3.052  0.163
C: -0.803 -1.796 -5.380  0.362
C: -2.111 -1.227 -5.962  0.088
O: -2.362 -1.900 -7.267  -0.629
O: 0.457 -1.377 -6.116  -0.587
H: -0.854 -2.880 -5.285  0.703
H: -0.599 -1.514 -4.347  -0.727
H: -1.991 -0.184 -6.257  0.062
H: -2.960 -1.369 -5.293  0.063
H: -2.370 -1.545 -8.159  0.309
H: 0.514 -2.040 -6.807  0.296
C: -1.191 2.582 -5.322  -1.007
C: -1.982 2.147 -4.092  0.422
O: -1.404 0.952 -3.612  0.232
O: 0.169 2.797 -5.013  -0.412
H: -1.666 3.487 -5.702  0.478
H: -1.152 1.822 -6.102  0.328
H: -3.062 2.116 -4.235  0.226
H: -1.890 2.987 -3.404  -0.296
H: -0.515 1.031 -3.965  -0.346
H: 0.624 2.992 -5.835  0.251
C: 4.336 -7.176 1.225  -0.684
C: 3.569 -7.099 -0.142  0.307
O: 2.946 -8.316 -0.472  -0.599
O: 3.613 -7.145 2.526  -0.504
H: 5.113 -6.418 1.324  0.247
H: 4.787 -8.169 1.209  0.492
H: 4.109 -6.722 -1.011  0.323
H: 2.829 -6.301 -0.196  -0.155
H: 2.669 -8.302 -1.391  0.334
H: 3.698 -8.049 2.839  0.300
C: -1.087 -5.276 0.877  -0.938
C: 0.229 -5.758 0.380  0.493
O: 0.060 -7.197 0.274  -0.598
O: -1.278 -3.963 1.235  0.303
H: -1.347 -5.960 1.684  0.413
H: -1.844 -5.544 0.139  0.280
H: 1.101 -5.417 0.939  -0.158
H: 0.428 -5.440 -0.644  0.190
H: 0.749 -7.645 0.770  0.334
H: -1.191 -3.328 0.520  -0.183
C: -6.791 1.588 -2.716  -0.530
C: -5.917 0.780 -1.574  0.123
O: -4.967 1.687 -1.064  -0.029
O: -7.891 2.344 -2.347  -0.562
H: -7.324 0.933 -3.405  0.477
H: -6.022 2.121 -3.275  0.170
H: -5.260 0.010 -1.979  -0.093
H: -6.526 0.360 -0.773  0.256
H: -4.633 2.150 -1.836  -0.074
H: -8.705 1.834 -2.365  0.361
C: 4.871 0.994 3.104  0.321
C: 6.351 1.369 3.203  -0.870
O: 6.705 1.401 4.642  -0.544
O: 4.745 -0.404 3.506  -0.343
H: 4.659 1.161 2.048  -0.023
H: 4.164 1.647 3.616  0.073
H: 6.453 2.390 2.835  0.364
H: 6.915 0.665 2.591  0.418
H: 6.315 2.160 5.084  0.312
H: 5.513 -0.533 4.067  0.291
C: -1.776 -3.556 4.092  0.228
C: -1.783 -3.267 5.553  -0.420
O: -2.249 -4.444 6.198  -0.578
O: -0.559 -4.205 3.635  -0.515
H: -1.763 -2.641 3.499  -0.057
H: -2.687 -4.001 3.693  0.171
H: -2.598 -2.555 5.683  0.046
H: -0.808 -2.869 5.832  0.389
H: -1.564 -5.106 6.075  0.360
H: -0.579 -4.021 2.693  0.341
C: 0.858 5.428 -3.202  -0.284
C: 0.483 4.407 -2.033  0.707
O: 1.557 4.426 -1.129  -0.714
O: 1.045 6.729 -2.691  -0.557
H: -0.036 5.435 -3.825  0.162
H: 1.800 5.234 -3.714  0.255
H: 0.308 3.435 -2.494  -0.264
H: -0.484 4.707 -1.630  -0.071
H: 1.619 3.523 -0.809  0.176
H: 1.067 6.516 -1.755  0.297
C: 2.606 -2.609 2.320  0.562
C: 3.535 -3.814 2.817  -0.568
O: 4.499 -3.414 3.831  -0.539
O: 3.384 -1.666 1.594  -0.119
H: 2.016 -2.179 3.129  0.232
H: 1.815 -3.071 1.729  -0.500
H: 4.120 -4.108 1.946  -0.114
H: 2.947 -4.616 3.263  0.476
H: 3.887 -3.253 4.553  0.333
H: 4.010 -1.352 2.250  0.194
C: -0.586 7.969 0.878  -0.277
C: -1.340 7.852 2.192  -0.507
O: -0.800 7.174 3.265  -0.518
O: -0.830 6.747 0.193  -0.310
H: 0.480 8.174 0.982  0.320
H: -1.111 8.801 0.408  0.309
H: -2.335 7.455 1.990  -0.040
H: -1.653 8.818 2.588  0.462
H: 0.120 7.445 3.236  0.426
H: -0.435 5.947 0.546  0.154
C: 1.823 0.092 6.301  0.003
C: 1.533 0.228 7.812  -0.509
O: 0.270 0.691 8.192  -0.508
O: 0.829 -0.810 5.779  -0.349
H: 2.707 -0.522 6.127  0.057
H: 1.827 0.946 5.624  0.023
H: 2.291 0.839 8.304  0.451
H: 1.763 -0.709 8.321  0.278
H: 0.436 1.215 8.979  0.324
H: -0.035 -0.394 5.727  0.248
C: 2.326 0.054 -3.197  1.428
C: 3.335 1.164 -3.753  -0.314
O: 2.856 1.718 -4.908  -0.650
O: 2.390 -1.066 -3.978  -0.301
H: 1.291 0.379 -3.094  -1.272
H: 2.611 -0.261 -2.194  0.042
H: 4.211 0.596 -4.065  -0.010
H: 3.696 1.932 -3.069  0.395
H: 1.899 1.780 -4.876  0.426
H: 2.144 -0.964 -4.900  0.275
C: -4.993 4.961 -0.259  -0.539
C: -4.838 6.217 0.686  -0.363
O: -4.436 7.364 -0.119  -0.565
O: -3.780 4.535 -0.751  -0.162
H: -5.475 5.235 -1.197  0.414
H: -5.604 4.176 0.187  0.208
H: -4.189 5.941 1.517  0.090
H: -5.817 6.427 1.117  0.454
H: -3.759 6.886 -0.604  0.295
H: -3.326 5.069 -1.407  0.175
C: -4.895 0.867 3.539  -0.990
C: -5.284 0.597 2.089  0.495
O: -5.774 1.773 1.481  -0.619
O: -3.836 -0.003 3.946  -0.291
H: -5.768 0.589 4.130  0.476
H: -4.815 1.932 3.758  0.376
H: -6.088 -0.133 1.992  0.129
H: -4.407 0.284 1.522  -0.017
H: -5.471 1.772 0.570  -0.030
H: -4.025 -0.324 4.831  0.195
C: 2.517 4.841 2.647  0.791
C: 3.110 6.231 2.590  -0.899
O: 2.165 7.217 3.083  -0.521
O: 2.708 4.315 3.966  -0.636
H: 3.087 4.168 2.006  0.185
H: 1.496 4.794 2.269  -0.169
H: 3.274 6.493 1.544  0.268
H: 4.078 6.432 3.049  0.432
H: 2.334 7.463 3.995  0.264
H: 2.193 3.505 3.960  0.227
C: 4.051 -4.950 -3.802  -0.521
C: 5.458 -4.493 -3.333  0.011
O: 5.924 -5.044 -2.135  -0.543
O: 3.078 -4.343 -2.924  -0.199
H: 4.008 -6.033 -3.915  0.267
H: 3.949 -4.487 -4.783  0.415
H: 5.645 -3.461 -3.036  -0.098
H: 6.245 -4.722 -4.052  0.358
H: 5.471 -4.581 -1.426  0.257
H: 2.757 -3.536 -3.335  0.091
C: 1.088 0.367 0.192  -0.773
C: 0.340 -0.864 -0.421  0.519
O: -0.991 -0.826 0.178  0.172
O: 0.592 1.528 -0.385  1.546
H: 2.116 0.279 -0.160  0.316
H: 1.171 0.421 1.278  0.431
H: 0.943 -1.768 -0.341  0.218
H: 0.282 -0.532 -1.457  -0.686
H: -1.528 -0.372 -0.476  -0.153
H: -0.311 1.568 -0.060  -0.749

Forces on atoms 1 to 3 (eV/Å):
-0.1 0.1 0.8
0.9 -1.2 -1.6
-0.9 0.6 -0.3

## Properties
- Charge: 0
- Relative energy (zero: lowest compared OMol25 entry of this formula, charge and spin): 237.9 kcal/mol
- Lowest unoccupied orbital energy: -0.086 eV
- HOMO energy: -0.33874 hartree

=====

This record from the OMol25 dataset describes a 4-piece molecular cluster, C3H12O4 overall. The level of theory is ωB97M-V with the def2-TZVPD basis set.

Last column: Mulliken charge in e.
Atoms and positions in Å:
C: 1.535 -0.673 -0.344  -0.717
C: 0.599 0.166 0.088  0.183
C: -0.365 0.930 -0.781  -0.702
O: 0.377 0.347 1.407  -0.511
H: 1.918 -0.417 -1.321  0.318
H: 1.728 -1.483 0.339  0.226
H: -0.010 0.874 -1.796  0.334
H: -1.321 0.623 -0.594  0.220
H: -0.272 2.020 -0.352  0.249
H: 0.634 1.266 1.594  0.382
O: -2.042 -1.761 0.861  -0.660
H: -2.329 -2.130 1.731  0.321
H: -1.251 -1.337 1.257  0.302
O: 2.416 2.291 1.254  -0.635
H: 2.523 1.743 0.463  0.331
H: 3.117 2.940 1.209  0.300
O: -2.535 -1.457 -1.871  -0.656
H: -2.367 -1.536 -0.895  0.406
H: -2.355 -2.405 -2.248  0.309

Forces on atoms 1 to 3 (eV/Å):
-0.7 0.7 0.2
-0.5 0.3 -1.2
4.2 3.4 1.4

## Properties
- Charge: 0
- Relative energy (zero: lowest compared OMol25 entry of this formula, charge and spin): 41.0 kcal/mol
- Lowest unoccupied orbital energy: 0.496 eV
- HOMO energy: -0.32980 hartree

=====

This record from the OMol25 dataset describes a 2-piece molecular cluster, C3H10NO overall. The level of theory is ωB97M-V with the def2-TZVPD basis set.

Last column: Mulliken charge in e.
Atoms and positions in Å:
C: -2.341 0.099 -0.555  -0.670
O: -1.264 -0.446 -1.152  -0.844
H: -2.132 0.651 0.399  0.159
H: -2.907 0.861 -1.150  0.202
H: -3.123 -0.656 -0.240  0.192
C: 1.636 0.305 -0.791  -0.830
N: 1.219 -0.812 0.077  -0.597
C: 0.932 -0.314 1.426  -0.881
H: 0.941 1.153 -0.694  0.262
H: 2.626 0.656 -0.478  0.302
H: 1.543 0.049 -1.843  0.301
H: 0.276 -0.978 -0.320  0.533
H: 0.578 0.725 1.449  0.269
H: 1.848 -0.323 2.031  0.289
H: 0.169 -0.970 1.840  0.312

Forces on atoms 1 to 3 (eV/Å):
-0.2 -0.3 0.3
0.1 0.0 -0.1
0.1 0.0 0.1

## Properties
- Charge: -1
- Relative energy (zero: lowest compared OMol25 entry of this formula, charge and spin): 23.6 kcal/mol
- Lowest unoccupied orbital energy: 4.391 eV
- HOMO energy: -0.09191 hartree